{"formula": "C12H40N12O8", "method": "ωB97M-V/def2-TZVPD", "total_charge": 1, "gap_ev": [8.531, 3.489], "multiplicity": 2, "max_force_ha_per_bohr": 0.151, "elements": ["C", "C", "C", "O", "H", "H", "H", "H", "H", "H", "H", "H", "C", "C", "C", "O", "H", "H", "H", "H", "H", "H", "H", "H", "C", "O", "N", "N", "H", "H", "H", "H", "C", "O", "N", "N", "H", "H", "H", "H", "C", "O", "N", "N", "H", "H", "H", "H", "C", "O", "N", "N", "H", "H", "H", "H", "C", "O", "N", "N", "H", "H", "H", "H", "C", "O", "N", "N", "H", "H", "H", "H"], "positions_angstrom": [[-13.942, -12.007, 16.899], [-14.544, -13.323, 17.378], [-14.584, -13.547, 18.860], [-15.780, -13.636, 16.728], [-14.318, -11.087, 17.347], [-14.145, -11.979, 15.829], [-12.867, -12.001, 17.079], [-13.922, -14.106, 16.943], [-14.835, -12.614, 19.365], [-13.575, -13.857, 19.133], [-15.358, -14.248, 19.171], [-16.472, -13.076, 17.087], [-15.429, -5.417, 11.887], [-15.657, -6.437, 12.963], [-17.150, -6.631, 13.180], [-15.213, -7.701, 12.466], [-14.400, -5.373, 11.531], [-15.534, -4.369, 12.169], [-15.994, -5.709, 11.002], [-15.098, -6.060, 13.820], [-17.766, -7.046, 12.383], [-17.719, -5.747, 13.469], [-17.495, -7.173, 14.060], [-15.766, -8.326, 12.941], [-17.182, -10.520, 14.229], [-16.154, -9.874, 13.909], [-17.204, -11.756, 14.705], [-18.355, -9.976, 14.099], [-18.079, -12.201, 14.942], [-16.323, -12.210, 14.901], [-19.170, -10.470, 14.432], [-18.335, -9.229, 13.420], [-11.419, -6.220, 16.454], [-10.450, -6.991, 16.401], [-11.694, -5.264, 15.624], [-12.338, -6.226, 17.356], [-12.550, -4.728, 15.641], [-11.048, -4.964, 14.907], [-12.303, -6.874, 18.129], [-13.066, -5.528, 17.294], [-9.834, -10.032, 18.328], [-8.851, -9.516, 17.752], [-9.831, -10.690, 19.447], [-11.125, -10.054, 17.926], [-9.037, -11.299, 19.588], [-10.753, -10.820, 19.839], [-11.351, -9.417, 17.175], [-11.901, -10.485, 18.408], [-12.648, -9.285, 14.747], [-11.450, -9.305, 15.018], [-13.467, -8.513, 15.282], [-13.209, -10.242, 14.025], [-14.428, -8.514, 14.971], [-13.057, -7.721, 15.756], [-12.659, -10.917, 13.515], [-14.188, -10.206, 13.780], [-13.773, -12.532, 11.301], [-13.040, -12.631, 12.279], [-15.027, -12.141, 11.447], [-13.545, -13.014, 10.113], [-15.408, -11.875, 12.344], [-15.531, -12.048, 10.577], [-14.246, -13.228, 9.418], [-12.596, -13.184, 9.813], [-13.021, -15.458, 14.185], [-13.348, -16.469, 14.783], [-13.391, -14.262, 14.434], [-12.106, -15.390, 13.309], [-14.103, -13.967, 15.088], [-13.079, -13.537, 13.804], [-11.638, -16.244, 13.041], [-11.895, -14.560, 12.773]], "forces_ev_per_a": [[-0.1335, -0.2027, 0.0012], [0.2159, -0.9120, -0.6579], [-0.0651, 0.7346, 0.2962], [-0.3817, 0.6267, -0.2511], [-0.4810, -0.0661, 0.2073], [0.3616, 0.3148, -0.0621], [0.0848, -0.1457, -0.2491], [0.2799, -0.0047, 0.2430], [0.1444, 0.1680, 0.2236], [-0.2211, -0.1291, 0.5282], [0.3913, -0.3662, -0.2156], [-0.1834, 0.0760, 0.2365], [0.8531, 0.4082, -1.1326], [-0.9982, -0.1057, -1.2704], [-1.8204, 0.9930, 1.6899], [0.8280, 0.4340, 0.5205], [0.3488, -0.6681, 0.1866], [-0.9195, -0.1248, 0.2368], [-0.3005, 0.4268, 0.0388], [-0.1144, -0.5360, 0.6731], [0.7778, -0.0267, -0.6614], [0.4413, 0.8779, -0.5006], [0.9241, -0.8700, 0.3168], [0.0404, -0.7377, -0.0680], [1.6773, 0.1234, 0.0764], [0.3527, -0.8703, 0.1185], [0.9960, -1.0876, 0.4775], [-1.9808, 1.3849, -0.5345], [0.4280, -0.1536, -0.0934], [-0.2731, -0.3196, 0.2942], [-0.1410, 0.5432, -0.5668], [-0.8898, 0.1408, 0.3645], [3.1199, -1.4301, -0.4640], [-0.7218, -0.0604, -0.2541], [0.2619, 3.3600, -4.4054], [-3.4868, -1.3842, 3.9670], [0.3408, -0.1121, 0.1785], [0.0691, -0.3934, 0.1429], [-0.0147, 0.2342, -0.0486], [0.1352, -0.3524, 0.7073], [1.9375, 1.8722, -2.6014], [-2.4715, -1.3252, 0.8877], [1.4775, -1.8860, 3.5442], [-1.9315, 1.9747, -2.8708], [-0.2690, 0.1391, 0.7583], [0.8922, -0.7870, 0.4894], [-0.0333, -0.1185, 0.1976], [0.5420, 0.0878, -0.0906], [-2.6217, -4.2557, -2.7392], [4.4044, 0.3230, 0.4560], [-2.2699, 4.7827, 2.8054], [1.4389, -1.2215, -1.2910], [-0.0453, 0.1763, -0.0056], [-0.6348, 0.2682, 0.3240], [0.0705, -0.1852, -0.1031], [-0.3914, 0.2650, 0.1928], [-1.1324, -1.0471, 2.2574], [1.7675, 1.0049, 0.1234], [-1.9498, 1.0755, -0.3248], [2.0994, -1.0498, -3.3699], [0.0483, -0.0134, -0.4000], [-0.5564, 0.3597, 0.6994], [0.0274, 0.2882, 0.3727], [-0.1422, -0.1087, 0.2609], [-1.2582, -3.1357, 3.0315], [-0.5832, -0.7345, 0.2591], [-3.1070, 6.2006, 1.9924], [5.2876, -1.7285, -5.3858], [0.0281, -0.8611, -0.2816], [-0.3248, -0.0717, 0.3376], [-0.1502, 0.1825, -0.0036], [-0.0942, -0.2578, 0.1874]]}

{"formula": "C12H40NO10", "method": "ωB97M-V/def2-TZVPD", "total_charge": 1, "gap_ev": 9.410, "e_above_lowest_kcal_mol": 80.1, "max_force_ha_per_bohr": 0.061, "elements": ["N", "H", "H", "H", "H", "C", "C", "O", "H", "H", "H", "H", "H", "H", "C", "C", "O", "H", "H", "H", "H", "H", "H", "C", "C", "O", "O", "H", "H", "H", "H", "H", "H", "C", "C", "O", "O", "H", "H", "H", "H", "H", "H", "C", "C", "O", "O", "H", "H", "H", "H", "H", "H", "C", "C", "O", "O", "H", "H", "H", "H", "H", "H"], "positions_angstrom": [[0.167, 0.014, -0.524], [0.589, 0.671, 0.117], [-0.743, -0.130, -0.111], [0.639, -0.877, -0.581], [0.106, 0.422, -1.446], [2.172, 1.447, 5.028], [3.069, 0.943, 3.882], [2.520, 1.485, 2.703], [2.561, 1.173, 6.009], [1.123, 1.219, 4.839], [2.218, 2.524, 5.190], [3.178, -0.137, 3.793], [4.044, 1.406, 4.037], [2.772, 2.407, 2.609], [2.399, 4.872, -0.702], [3.148, 5.735, 0.204], [3.724, 5.085, 1.296], [1.603, 4.357, -0.165], [2.972, 4.212, -1.353], [1.738, 5.455, -1.345], [2.477, 6.437, 0.699], [3.867, 6.347, -0.340], [4.362, 5.681, 1.695], [-3.423, -4.239, -1.255], [-4.347, -4.393, 0.004], [-4.907, -3.123, 0.409], [-3.992, -3.606, -2.390], [-3.060, -5.215, -1.579], [-2.517, -3.747, -0.902], [-3.882, -4.883, 0.859], [-5.214, -5.018, -0.213], [-5.546, -3.369, 1.081], [-3.448, -3.871, -3.136], [1.346, -5.208, 0.901], [2.381, -4.093, 0.449], [1.899, -3.382, -0.637], [1.186, -6.124, -0.167], [0.378, -4.780, 1.162], [1.749, -5.664, 1.806], [3.405, -4.463, 0.397], [2.318, -3.382, 1.273], [2.062, -3.885, -1.438], [0.397, -6.649, -0.010], [-2.859, 2.797, 1.115], [-3.615, 1.512, 1.622], [-2.899, 0.350, 1.199], [-1.830, 3.134, 1.958], [-3.579, 3.614, 1.148], [-2.591, 2.680, 0.065], [-4.658, 1.477, 1.307], [-3.579, 1.506, 2.711], [-3.622, -0.280, 1.236], [-2.161, 3.254, 2.851], [1.060, 1.023, -5.029], [-0.375, 0.517, -4.858], [-0.976, 1.166, -3.787], [1.907, 0.750, -3.932], [1.169, 2.072, -5.305], [1.600, 0.575, -5.863], [-0.447, -0.570, -4.807], [-0.934, 0.840, -5.736], [-1.933, 1.193, -3.857], [2.833, 0.734, -4.187]], "forces_ev_per_a": [[-0.3698, 0.1235, 0.3866], [0.9142, 0.2155, 0.2664], [-1.0235, -0.1625, -0.0853], [0.6320, -0.4255, 0.1432], [-0.2115, 0.3327, -0.7301], [0.5534, -0.1167, 0.5240], [-0.3339, 1.9116, 1.0714], [-0.3161, -0.5583, -1.4731], [-0.4070, -0.9388, 0.0939], [0.0994, -0.3733, 0.3463], [0.1300, 0.3412, -0.9056], [-0.2695, 0.1136, 0.0222], [0.3804, -0.4509, 0.0278], [0.0935, 0.0912, 0.1003], [-1.7197, -0.8637, -0.8502], [-0.0358, 2.2670, 0.7529], [0.9729, -1.4596, 0.4869], [0.3744, -0.7293, 0.3415], [0.0967, -0.1165, 0.3162], [0.4755, 0.5254, -0.3378], [-0.5341, 0.4407, -0.6170], [0.3080, -0.0981, -0.1091], [0.0181, -0.0566, 0.0681], [0.1038, -0.5346, 1.1826], [-1.0170, 0.4477, -1.3018], [0.8010, -0.3342, -0.0978], [-0.2386, 0.1767, 0.7035], [-0.2492, -0.4358, 0.3948], [0.1183, 0.5939, -0.0649], [0.7791, 0.1064, -0.2249], [0.0730, -0.2858, -0.5121], [-0.1887, 0.3091, 0.0867], [-0.1205, 0.0351, -0.1273], [1.2286, 0.6396, -0.6422], [-1.9964, -0.8929, 2.2458], [0.0748, 0.6369, -1.2184], [0.1552, 0.0050, 0.0017], [0.0230, 0.4349, -0.0521], [0.0962, -0.3036, 0.0670], [-0.0761, -0.1181, -0.4400], [0.4503, 0.0547, 0.2127], [-0.1148, -0.1240, -0.1360], [0.0237, -0.1075, -0.0195], [-2.9612, -0.7787, 0.6862], [1.4348, 1.2884, -0.2982], [-0.6147, -0.1015, -0.2873], [2.0077, -0.0406, 0.0880], [-0.4082, 0.0957, -0.3048], [0.6228, -0.0956, 0.2020], [0.0373, 0.0847, -0.2540], [-0.2339, 0.3237, 0.2122], [0.4658, -0.9944, -0.2966], [-0.0781, 0.0362, -0.0190], [1.3071, -0.1918, -1.0117], [0.5144, 0.6427, -1.4104], [-0.0415, 0.3837, 2.0450], [-0.4695, -0.2831, 1.6376], [-0.8864, 0.4214, 0.4387], [-0.8831, -0.6331, -0.5915], [0.2493, -0.1317, 0.2563], [0.2996, -0.2674, -0.5374], [0.0283, -0.1409, -0.2423], [-0.1439, 0.0662, -0.2103]]}